1.
C2H7N3 | ωB97M-V/def2-TZVPD

Positions of all 12 atoms, in Å:
H (-1.085, -1.513, 2.517)
N (-0.392, -0.958, 1.939)
N (-0.936, -0.774, 0.839)
N (-0.134, -0.144, -0.075)
C (1.103, 0.573, 0.266)
C (-0.578, 0.084, -1.379)
H (2.018, 0.297, -0.270)
H (1.017, 1.598, 0.051)
H (1.205, 0.585, 1.241)
H (-0.898, 1.028, -1.725)
H (0.232, -0.179, -1.938)
H (-1.552, -0.597, -1.465)

Atomic forces in eV per Å
H 0.82 0.86 -0.84
N -0.92 -0.68 0.99
N 1.07 0.46 -1.16
N 0.80 0.84 2.20
C -0.89 -0.71 -3.53
C -4.62 -2.66 0.55
H -0.30 -0.79 0.14
H -0.65 1.61 -0.77
H 0.97 -0.62 4.93
H -0.29 1.78 0.44
H 1.74 -1.19 -2.48
H 2.27 1.09 -0.48

Kohn-Sham gap ... 9.868 eV
E_LUMO ... 1.09 eV
Charge ... 0
Relative energy (zero: lowest compared OMol25 entry of this formula, charge and spin) ... 69.91 kcal/mol
HOMO ... -8.8 eV
Strongest force on any atom ... 5.36 eV Å⁻¹

Atom charges from the natural (NBO) analysis, given in e for atoms 1 to 4:
1 H 0.328
2 N -0.467
3 N 0.031
4 N -0.258


2.
C5H7NO | ωB97M-V/def2-TZVPD

Positions of all 14 atoms, in Å:
H (2.548, -1.785, -0.048)
N (1.691, -1.758, 0.502)
C (0.981, -0.737, 0.292)
O (1.245, 0.305, -0.597)
C (0.344, 1.408, -0.335)
C (-0.886, 0.753, 0.250)
C (-1.223, -0.489, -0.503)
C (-0.413, -0.561, 0.775)
H (0.107, 1.961, -1.253)
H (0.844, 2.081, 0.366)
H (-1.647, 1.328, 0.765)
H (-0.584, -0.603, -1.376)
H (-2.218, -0.908, -0.536)
H (-0.788, -0.994, 1.696)

Atomic forces in eV per Å
H 0.02 0.30 0.10
N -0.10 0.42 -0.20
C 0.03 -0.11 0.00
O 0.32 -0.07 0.43
C -0.02 0.11 0.12
C 0.00 0.15 0.02
C -0.29 -0.05 -0.15
C 0.12 -0.09 0.05
H 0.39 -0.38 0.01
H -0.14 0.04 0.02
H 0.18 -0.03 -0.07
H -0.71 -0.35 -0.06
H -0.01 0.18 0.07
H 0.19 -0.13 -0.33

Kohn-Sham gap ... 10.781 eV
E_LUMO ... 1.03 eV
Charge ... 0
Relative energy (zero: lowest compared OMol25 entry of this formula, charge and spin) ... 33.34 kcal/mol
HOMO ... -9.8 eV
Strongest force on any atom ... 0.79 eV Å⁻¹

Atom charges from the natural (NBO) analysis, given in e for atoms 1 to 4:
1 H 0.352
2 N -0.687
3 C 0.568
4 O -0.523


3.
C39H45F8NO31S2 | ωB97M-V/def2-TZVPD

Positions of all 126 atoms, in Å:
C (-4.862, -2.732, 8.404)
C (-5.426, -4.134, 8.683)
C (-6.945, -4.268, 8.468)
C (-7.465, -3.651, 7.177)
N (-7.406, -4.621, 6.024)
C (-7.269, -3.890, 4.864)
C (-6.158, -3.602, 4.208)
S (-4.563, -4.178, 4.741)
C (-3.889, -4.871, 3.160)
C (-3.069, -3.774, 2.463)
O (-3.107, -3.617, 1.324)
O (-2.339, -3.010, 3.302)
C (-0.913, -3.082, 3.010)
C (-0.419, -1.587, 2.820)
C (0.584, -1.565, 1.648)
O (-1.580, -0.848, 2.439)
C (-1.492, 0.454, 2.675)
O (-0.844, 0.964, 3.509)
C (-2.380, 1.319, 1.772)
S (-2.250, 0.626, 0.074)
C (-6.484, -2.750, 3.025)
O (-5.809, -2.272, 2.232)
O (-7.855, -2.575, 3.051)
C (-8.408, -3.235, 4.106)
O (-9.528, -3.249, 4.362)
H (-5.516, -1.920, 8.731)
H (-4.601, -2.563, 7.357)
H (-3.930, -2.628, 8.966)
H (-4.843, -4.861, 8.110)
H (-5.242, -4.338, 9.741)
H (-7.209, -5.326, 8.546)
H (-7.448, -3.759, 9.294)
H (-8.522, -3.412, 7.312)
H (-6.931, -2.746, 6.874)
H (-6.605, -5.239, 6.120)
H (-4.736, -5.080, 2.514)
H (-3.283, -5.745, 3.383)
H (-0.787, -3.645, 2.089)
H (-0.435, -3.571, 3.856)
H (0.012, -1.309, 3.779)
H (1.503, -2.057, 1.961)
H (0.138, -2.151, 0.845)
H (0.744, -0.527, 1.364)
H (-1.985, 2.327, 1.829)
H (-3.415, 1.286, 2.109)
H (-3.295, 1.200, -0.566)
O (3.874, -0.821, 0.910)
C (3.761, 0.358, 0.910)
O (2.610, 1.026, 0.613)
C (2.855, 2.417, 0.859)
C (4.350, 2.501, 0.739)
F (4.864, 3.458, 1.555)
O (4.772, 1.229, 1.197)
H (2.504, 2.680, 1.860)
H (2.341, 3.031, 0.124)
H (4.715, 2.660, -0.278)
O (2.302, 3.768, -1.737)
C (2.125, 2.903, -2.543)
O (3.037, 1.953, -2.834)
C (2.409, 1.013, -3.720)
C (1.316, 1.850, -4.324)
F (0.222, 1.108, -4.613)
O (0.994, 2.749, -3.268)
H (2.020, 0.173, -3.142)
H (3.110, 0.636, -4.460)
H (1.614, 2.417, -5.208)
O (5.678, 8.911, -2.595)
C (5.483, 7.747, -2.457)
O (4.332, 7.117, -2.790)
C (4.540, 5.712, -2.601)
C (5.667, 5.696, -1.604)
F (6.474, 4.620, -1.780)
O (6.388, 6.873, -1.932)
H (4.823, 5.256, -3.552)
H (3.642, 5.225, -2.226)
H (5.351, 5.742, -0.560)
O (1.711, -4.675, 1.956)
C (1.513, -5.110, 0.873)
O (0.831, -6.257, 0.616)
C (0.679, -6.354, -0.802)
C (1.817, -5.504, -1.300)
F (1.507, -4.887, -2.475)
O (1.938, -4.525, -0.288)
H (-0.294, -5.957, -1.089)
H (0.749, -7.388, -1.133)
H (2.765, -6.034, -1.412)
O (7.797, 13.144, 1.495)
C (7.627, 12.675, 0.420)
O (6.961, 11.517, 0.180)
C (6.852, 11.367, -1.241)
C (7.997, 12.212, -1.731)
F (7.720, 12.785, -2.929)
O (8.082, 13.227, -0.745)
H (5.886, 11.747, -1.575)
H (6.940, 10.328, -1.534)
H (8.952, 11.687, -1.795)
O (0.400, 4.153, -6.657)
C (-0.342, 4.777, -5.973)
O (0.032, 5.444, -4.851)
C (-1.106, 6.176, -4.388)
C (-2.245, 5.401, -4.997)
F (-3.292, 6.207, -5.297)
O (-1.679, 4.912, -6.201)
H (-1.057, 7.199, -4.762)
H (-1.141, 6.197, -3.301)
H (-2.596, 4.562, -4.393)
O (-2.683, -8.776, -3.294)
C (-2.782, -7.598, -3.310)
O (-3.924, -6.920, -3.590)
C (-3.667, -5.529, -3.371)
C (-2.170, -5.460, -3.521)
F (-1.635, -4.501, -2.725)
O (-1.750, -6.731, -3.054)
H (-3.993, -5.251, -2.367)
H (-4.193, -4.915, -4.098)
H (-1.823, -5.316, -4.546)
O (3.633, -1.189, -5.825)
C (3.430, -2.342, -5.630)
O (2.270, -2.980, -5.929)
C (2.467, -4.372, -5.669)
C (3.597, -4.349, -4.674)
F (4.392, -5.439, -4.797)
O (4.327, -3.198, -5.064)
H (2.743, -4.880, -6.594)
H (1.563, -4.828, -5.270)
H (3.282, -4.245, -3.635)

Atomic forces in eV per Å
C 0.37 -0.13 0.18
C -0.08 0.55 0.17
C 0.59 0.22 -0.04
C -0.81 -0.98 -0.19
N -0.15 0.45 0.42
C -0.50 -0.06 -0.27
C 1.53 -0.63 -0.51
S -0.35 -0.09 -0.49
C -0.44 1.65 0.41
C -0.53 -0.85 3.98
O 0.14 0.31 -4.70
O 0.87 -1.08 0.65
C -0.80 1.74 -0.12
C 0.26 -2.58 -0.45
C -0.67 0.06 1.11
O 0.54 0.11 -0.14
C -2.09 0.21 -1.55
O 1.88 0.95 1.93
C -0.03 -0.70 -0.62
S -0.08 0.07 -0.20
C -1.90 -1.93 3.26
O 2.41 1.69 -2.86
O -0.51 0.53 -0.89
C 3.80 -0.37 0.57
O -3.95 0.04 0.55
H -0.10 -0.14 0.00
H -0.18 -0.04 -0.02
H 0.00 0.10 -0.10
H -0.18 -0.07 -0.02
H 0.04 -0.24 -0.08
H -0.26 0.10 -0.16
H 0.05 0.00 0.00
H 0.07 0.19 -0.09
H 0.05 0.05 0.41
H 0.11 0.14 0.06
H 0.11 -0.43 -0.01
H -0.03 -0.01 0.03
H 0.17 -0.02 0.04
H 0.14 0.02 -0.13
H -0.18 0.71 -0.15
H 0.16 0.19 -0.14
H 0.08 0.29 -0.25
H 0.32 -0.15 -0.22
H -0.09 0.03 0.00
H 0.04 -0.04 0.07
H 0.19 0.12 0.49
O -0.05 0.00 0.02
C -0.11 -0.25 0.08
O 0.57 0.01 0.09
C -0.66 0.31 -0.07
C 0.12 0.08 0.37
F 0.09 0.01 -0.06
O -0.28 -0.02 -0.42
H 0.24 -0.05 0.08
H 0.04 -0.27 0.16
H 0.07 0.10 0.05
O -0.19 -0.04 -0.26
C -0.08 -0.13 0.14
O -0.29 0.28 0.03
C 0.43 -0.40 -0.20
C -0.36 -0.37 -0.14
F -0.05 0.13 0.02
O 0.52 0.21 -0.03
H -0.18 0.11 0.01
H 0.15 0.16 0.11
H -0.17 0.02 -0.02
O -0.01 -0.20 -0.09
C -0.04 0.19 -0.22
O 0.38 0.01 0.18
C -0.56 -0.19 -0.05
C 0.32 -0.20 -0.25
F 0.03 0.02 0.09
O -0.45 0.16 0.19
H 0.21 0.00 0.08
H 0.07 0.36 -0.05
H 0.11 -0.10 0.03
O -0.05 0.01 -0.06
C -0.11 0.10 0.33
O 0.28 0.32 -0.17
C -0.28 -0.56 -0.09
C -0.25 0.32 0.06
F 0.01 0.02 -0.01
O 0.14 -0.48 0.10
H 0.12 0.17 -0.10
H 0.02 -0.04 0.22
H 0.02 0.07 -0.16
O -0.04 0.03 -0.08
C -0.15 0.09 0.31
O 0.25 0.32 -0.17
C -0.07 -0.41 0.03
C -0.28 0.38 -0.17
F 0.11 0.03 -0.01
O 0.13 -0.47 0.19
H 0.10 0.13 -0.10
H 0.00 -0.04 0.21
H 0.02 0.06 -0.14
O -0.01 0.00 0.05
C 0.23 0.01 -0.16
O -0.26 -0.11 -0.22
C 0.17 0.18 0.46
C -0.22 0.31 -0.29
F -0.03 -0.09 -0.02
O 0.27 -0.20 0.42
H -0.16 -0.05 -0.12
H 0.19 -0.15 -0.02
H -0.12 0.04 -0.03
O 0.07 0.08 0.08
C -0.22 -0.41 0.09
O 0.44 0.08 0.05
C -0.45 0.18 -0.14
C 0.11 0.14 0.43
F 0.12 -0.03 -0.05
O -0.29 0.07 -0.46
H 0.21 0.04 0.04
H -0.06 -0.21 -0.08
H 0.08 0.10 0.05
O -0.03 -0.04 0.00
C 0.07 0.17 -0.15
O 0.31 -0.01 0.17
C -0.47 -0.19 -0.08
C 0.37 -0.19 -0.13
F 0.05 0.01 0.06
O -0.49 0.17 0.10
H 0.19 -0.02 0.08
H -0.06 0.23 0.02
H 0.13 -0.07 -0.08

Kohn-Sham gap ... 8.705 eV
E_LUMO ... -0.53 eV
Charge ... 0
HOMO ... -9.2 eV
Strongest force on any atom ... 4.71 eV Å⁻¹

Atom charges from the Löwdin analysis, given in e for atoms 1 to 4:
1 C -0.118
2 C -0.254
3 C -0.193
4 C -0.174


4.
C28H30F8IrN6O4PSe | ωB97M-V/def2-TZVPD

Positions of all 79 atoms, in Å:
Ir (1.447, 0.218, -0.173)
C (2.715, 0.580, 3.888)
C (2.599, 0.454, 2.414)
N (1.587, 0.873, 1.724)
N (0.614, 1.592, 2.342)
C (-0.107, 2.239, 1.436)
O (0.111, 2.133, 0.192)
C (-1.192, 3.132, 1.905)
C (-1.931, 3.844, 0.966)
C (-2.985, 4.643, 1.381)
C (-3.299, 4.731, 2.731)
C (-2.554, 4.028, 3.671)
C (-1.498, 3.231, 3.260)
C (3.645, -0.134, 1.592)
C (4.831, -0.671, 2.063)
C (5.736, -1.189, 1.157)
C (5.447, -1.142, -0.203)
C (4.256, -0.592, -0.613)
N (3.377, -0.098, 0.276)
H (1.896, 1.170, 4.281)
H (3.663, 1.039, 4.170)
H (2.674, -0.427, 4.315)
H (-1.674, 3.762, -0.082)
H (-3.561, 5.201, 0.654)
H (-4.124, 5.353, 3.054)
H (-2.797, 4.104, 4.723)
H (-0.910, 2.678, 3.982)
H (5.021, -0.692, 3.127)
H (6.660, -1.629, 1.505)
H (6.131, -1.536, -0.941)
H (3.981, -0.528, -1.655)
F (0.914, 0.123, -6.978)
C (1.235, 0.554, -5.768)
C (1.231, -0.327, -4.699)
F (0.909, -1.604, -4.874)
C (1.572, 0.154, -3.456)
F (1.586, -0.740, -2.417)
C (1.909, 1.466, -3.206)
Se (2.334, 2.124, -1.478)
C (1.904, 2.327, -4.298)
F (2.219, 3.610, -4.136)
C (1.576, 1.883, -5.566)
F (1.578, 2.720, -6.592)
C (-2.567, 0.912, -2.368)
N (-2.894, -0.161, -1.435)
C (-4.158, -0.841, -1.695)
P (-1.830, -0.858, -0.406)
O (-0.531, -0.096, -0.660)
N (-2.493, -0.784, 1.084)
C (-1.769, -1.360, 2.224)
C (-3.469, 0.234, 1.482)
N (-1.634, -2.464, -0.635)
C (-2.483, -3.497, -0.042)
C (-0.846, -2.964, -1.760)
H (-3.331, 1.692, -2.318)
H (-2.531, 0.535, -3.396)
H (-1.607, 1.353, -2.115)
H (-4.965, -0.107, -1.743)
H (-4.394, -1.542, -0.895)
H (-4.133, -1.389, -2.642)
H (-0.969, -2.016, 1.892)
H (-2.453, -1.945, 2.845)
H (-1.331, -0.566, 2.834)
H (-3.883, 0.736, 0.613)
H (-3.009, 0.978, 2.131)
H (-4.282, -0.248, 2.031)
H (-3.123, -3.081, 0.730)
H (-1.860, -4.275, 0.404)
H (-3.113, -3.958, -0.808)
H (-0.159, -2.208, -2.118)
H (-1.500, -3.268, -2.584)
H (-0.263, -3.829, -1.444)
F (2.756, -4.531, 1.802)
C (1.962, -3.969, 0.899)
F (0.799, -4.642, 0.875)
F (2.537, -4.097, -0.303)
C (1.686, -2.487, 1.249)
O (1.744, -2.119, 2.399)
O (1.373, -1.798, 0.197)

Atomic forces in eV per Å
Ir -0.17 -0.18 0.81
C 0.03 0.07 -0.02
C 0.24 0.06 -0.17
N -0.21 -0.08 0.11
N -0.15 -0.34 -0.29
C 0.16 0.09 -0.30
O -0.38 0.32 0.24
C 0.01 -0.10 0.07
C -0.09 0.02 -0.03
C 0.03 -0.01 0.01
C 0.01 0.00 0.00
C 0.00 0.00 -0.01
C -0.02 0.00 0.03
C -0.05 0.04 0.13
C 0.05 0.02 0.07
C 0.03 0.00 0.01
C 0.07 -0.03 0.03
C -0.08 0.17 0.14
N 0.33 -0.35 -0.60
H 0.00 0.00 0.01
H -0.01 -0.01 -0.03
H 0.00 0.03 -0.03
H 0.00 0.00 0.02
H 0.01 -0.01 0.01
H 0.02 -0.01 -0.01
H 0.01 0.00 -0.03
H -0.02 0.01 -0.02
H -0.01 -0.02 -0.02
H -0.01 0.01 -0.01
H 0.00 0.01 0.02
H -0.05 0.00 0.01
F -0.02 -0.01 -0.09
C 0.00 -0.02 0.00
C -0.01 0.06 -0.11
F -0.02 -0.04 0.02
C 0.04 0.10 0.04
F -0.02 0.06 0.35
C -0.12 0.00 -0.12
Se 0.30 0.37 -0.04
C -0.02 -0.11 0.06
F 0.02 0.03 0.07
C -0.01 -0.09 -0.03
F 0.00 0.03 -0.01
C -0.02 0.00 0.05
N -0.08 -0.07 -0.17
C -0.01 0.04 -0.01
P 0.19 0.28 -0.12
O -0.05 -0.33 -0.24
N 0.22 0.35 0.24
C -0.10 0.00 -0.02
C -0.03 -0.17 -0.04
N 0.08 -0.27 0.03
C 0.02 0.04 -0.04
C -0.09 0.03 -0.02
H -0.01 -0.03 0.01
H 0.00 0.00 0.03
H -0.01 -0.01 0.03
H -0.01 -0.01 0.00
H 0.02 0.01 -0.01
H 0.00 0.02 0.01
H -0.01 -0.01 -0.06
H -0.01 0.03 0.00
H 0.01 0.00 -0.01
H 0.02 -0.02 -0.02
H 0.06 0.09 0.05
H 0.00 0.01 0.00
H 0.00 0.01 -0.02
H 0.01 0.02 -0.03
H 0.00 0.00 0.00
H 0.03 0.07 -0.01
H 0.01 -0.01 0.00
H 0.00 0.01 0.02
F -0.01 -0.01 0.01
C 0.03 -0.04 -0.06
F -0.03 -0.02 -0.01
F -0.02 0.01 0.04
C -0.09 0.27 -0.11
O 0.01 -0.08 -0.01
O -0.07 -0.26 0.18

Kohn-Sham gap (spin up / spin down) ... 6.844 / 5.979 eV
E_LUMO (spin up / spin down) ... -4.00 / -4.77 eV
Expectation value of S² ... 0.758
Charge ... +1
Relative energy (zero: lowest compared OMol25 entry of this formula, charge and spin) ... 22.23 kcal/mol
HOMO (spin up / spin down) ... -10.8 / -10.7 eV
Multiplicity ... 2
Strongest force on any atom ... 0.85 eV Å⁻¹

Atom charges from the Löwdin analysis, given in e for atoms 1 to 4:
1 Ir 1.418
2 C 0.019
3 C -0.242
4 N -0.073